C5H9ClN3O2 | the ωB97M-V functional and the def2-TZVPD basis

Kohn-Sham gap: 9.4 eV
Energy relative to the best compared isomer or geometry (same formula, charge and spin): 6.4 kcal/mol
Total charge: +1
SMILES: O=C(Cl)CNC1=[NH+]COCN1
Total energy: -970.57739 hartree
Highest occupied orbital energy: -14.40 eV

Element x y z (Å)
O 0.696 3.331 1.431
C -0.089 2.484 1.216
Cl -1.294 2.639 -0.091
C -0.143 1.118 1.898
N 0.890 0.232 1.360
C 0.697 -0.490 0.213
N 0.353 -1.859 0.247
C -0.838 -1.967 -0.634
O -0.432 -1.704 -1.957
C -0.038 -0.391 -2.134
N 0.756 0.100 -0.944
H -1.127 0.660 1.788
H 0.074 1.269 2.957
H 1.725 0.082 1.906
H 1.070 -2.386 -0.256
H -1.241 -2.975 -0.582
H -1.595 -1.247 -0.302
H -0.882 0.310 -2.190
H 0.576 -0.322 -3.030
H 0.841 1.114 -0.896



C5H9ClO | the ωB97M-V functional and the def2-TZVPD basis

Kohn-Sham gap: 10.2 eV
Energy relative to the best compared isomer or geometry (same formula, charge and spin): 46.2 kcal/mol
Total energy: -731.28221 hartree
Highest occupied orbital energy: -9.51 eV

Element x y z (Å)
C 1.459 0.658 -1.270
C -1.572 -1.668 0.389
C 0.448 -0.252 1.409
C -0.966 0.529 -0.478
C -0.735 -0.391 0.463
O 1.292 -0.038 -2.159
Cl 3.012 3.415 -1.339
H -2.089 -1.814 1.278
H -1.059 -2.576 0.260
H -2.276 -1.517 -0.413
H 1.292 0.190 0.795
H 0.725 -1.198 1.772
H 0.227 0.408 2.297
H 2.374 2.341 -1.319
H -1.674 0.412 -1.199
H -0.456 1.502 -0.488



Which formula does entry 1 have? C5H9ClN3O2